Entry 1:
The following is a DFT calculation (ωB97M-V/def2-TZVPD) of a cluster of 7 separate species, C55H118N6O7 in total.

CARTESIAN COORDINATES (ANGSTROEM)
1 C 14.902 21.652 12.870
2 C 16.341 21.167 13.200
3 C 17.161 22.313 13.815
4 C 16.356 19.956 14.201
5 C 16.026 18.618 13.523
6 C 16.986 18.305 12.317
7 C 16.996 19.492 11.269
8 C 18.319 19.290 10.400
9 C 15.703 19.277 10.363
10 N 17.077 20.804 11.913
11 O 17.299 21.841 11.022
12 H 14.132 20.890 12.748
13 H 14.555 22.344 13.637
14 H 14.844 22.151 11.903
15 H 18.186 22.023 14.045
16 H 17.205 23.175 13.150
17 H 16.681 22.654 14.732
18 H 17.394 19.875 14.523
19 H 15.689 20.029 15.060
20 H 16.059 17.875 14.320
21 H 14.990 18.756 13.215
22 H 16.590 17.413 11.832
23 H 17.997 18.048 12.633
24 H 18.480 19.912 9.519
25 H 18.295 18.309 9.926
26 H 19.270 19.390 10.924
27 H 15.467 18.252 10.078
28 H 15.671 19.790 9.402
29 H 14.813 19.506 10.949
30 H 16.430 21.992 10.643
31 C 12.900 13.712 18.934
32 C 12.282 15.062 19.301
33 C 10.821 15.077 18.931
34 C 12.372 15.310 20.859
35 C 13.761 15.672 21.379
36 C 14.298 16.951 20.602
37 C 14.343 16.658 19.049
38 C 14.706 18.056 18.453
39 C 15.379 15.654 18.711
40 N 12.985 16.248 18.658
41 O 12.707 16.344 17.253
42 H 12.098 12.987 19.073
43 H 13.170 13.670 17.878
44 H 13.649 13.289 19.603
45 H 10.482 16.110 19.008
46 H 10.673 14.782 17.892
47 H 10.151 14.480 19.550
48 H 11.819 16.233 21.037
49 H 11.969 14.511 21.481
50 H 13.677 15.906 22.440
51 H 14.430 14.813 21.325
52 H 15.330 17.187 20.861
53 H 13.556 17.704 20.868
54 H 13.967 18.811 18.720
55 H 14.620 18.018 17.367
56 H 15.723 18.406 18.628
57 H 16.296 16.214 18.892
58 H 15.382 15.226 17.708
59 H 15.331 14.766 19.341
60 H 13.115 15.519 16.980
61 C 13.031 11.690 11.848
62 C 14.102 12.040 10.855
63 C 14.341 11.005 9.731
64 C 13.460 13.319 10.194
65 C 14.456 14.203 9.468
66 C 15.550 14.552 10.465
67 C 16.341 13.397 11.047
68 C 17.328 12.825 10.021
69 C 17.157 13.993 12.274
70 N 15.340 12.451 11.569
71 O 15.930 11.391 12.166
72 H 12.781 12.598 12.397
73 H 12.169 11.281 11.321
74 H 13.393 10.886 12.490
75 H 15.068 10.228 9.969
76 H 13.441 10.424 9.529
77 H 14.790 11.488 8.863
78 H 12.676 12.988 9.511
79 H 13.059 14.035 10.911
80 H 14.725 13.707 8.535
81 H 13.909 15.112 9.218
82 H 15.161 15.225 11.230
83 H 16.280 15.237 10.035
84 H 16.759 12.270 9.275
85 H 18.009 12.117 10.496
86 H 17.989 13.541 9.532
87 H 17.809 13.164 12.547
88 H 16.480 14.156 13.112
89 H 17.761 14.866 12.027
90 H 16.316 10.876 11.453
91 C 8.295 19.503 12.136
92 C 9.792 19.744 11.634
93 C 10.217 21.210 11.981
94 C 10.744 18.761 12.455
95 C 12.102 18.604 11.816
96 C 12.035 18.160 10.321
97 C 11.201 19.164 9.512
98 C 12.056 20.390 9.256
99 C 10.971 18.529 8.075
100 N 9.898 19.386 10.199
101 O 8.953 19.938 9.372
102 H 8.006 18.479 11.900
103 H 8.161 19.588 13.214
104 H 7.598 20.242 11.741
105 H 10.132 21.902 11.143
106 H 9.675 21.505 12.880
107 H 11.259 21.336 12.275
108 H 10.900 19.172 13.452
109 H 10.288 17.775 12.545
110 H 12.728 19.497 11.840
111 H 12.643 17.806 12.324
112 H 11.635 17.153 10.202
113 H 13.030 18.109 9.877
114 H 12.109 21.134 10.051
115 H 11.655 20.923 8.394
116 H 13.087 20.114 9.033
117 H 10.334 17.650 8.172
118 H 11.874 18.167 7.583
119 H 10.433 19.267 7.480
120 H 8.395 19.180 9.182
121 C 16.349 11.724 17.532
122 C 16.434 10.765 16.332
123 C 17.601 11.223 15.446
124 C 16.784 9.361 16.830
125 C 15.717 8.696 17.663
126 C 14.600 8.466 16.718
127 C 13.983 9.754 16.035
128 C 13.103 9.238 14.838
129 C 13.145 10.492 17.040
130 N 15.126 10.565 15.597
131 O 14.769 11.705 14.813
132 H 17.326 12.019 17.915
133 H 15.930 12.615 17.066
134 H 15.856 11.303 18.409
135 H 17.447 12.197 14.981
136 H 18.580 11.181 15.924
137 H 17.704 10.463 14.672
138 H 17.028 8.788 15.936
139 H 17.673 9.412 17.458
140 H 16.118 7.726 17.957
141 H 15.401 9.237 18.555
142 H 13.900 7.897 17.329
143 H 14.850 7.725 15.958
144 H 12.452 8.408 15.112
145 H 13.702 8.904 13.991
146 H 12.490 10.085 14.527
147 H 12.195 9.995 17.234
148 H 12.785 11.426 16.610
149 H 13.611 10.851 17.958
150 H 15.189 11.403 14.005
151 C 9.770 11.856 16.228
152 C 8.600 12.517 15.428
153 C 7.354 11.646 15.442
154 C 8.330 13.870 16.171
155 C 7.536 14.830 15.326
156 C 8.294 15.107 13.990
157 C 8.608 13.881 13.200
158 C 7.409 13.345 12.324
159 C 9.771 14.217 12.294
160 N 9.112 12.788 14.067
161 O 9.451 11.605 13.314
162 H 9.620 11.841 17.308
163 H 9.924 10.845 15.851
164 H 10.697 12.406 16.064
165 H 7.039 11.295 16.424
166 H 6.423 12.118 15.127
167 H 7.581 10.745 14.872
168 H 7.810 13.741 17.120
169 H 9.250 14.429 16.346
170 H 6.564 14.450 15.013
171 H 7.443 15.786 15.841
172 H 9.242 15.601 14.199
173 H 7.733 15.784 13.346
174 H 6.960 14.179 11.785
175 H 6.762 12.620 12.819
176 H 7.817 12.599 11.641
177 H 9.619 15.196 11.839
178 H 9.889 13.550 11.440
179 H 10.712 14.296 12.838
180 H 10.406 11.504 13.314
181 C 13.792 14.996 14.197
182 O 14.077 14.287 15.439
183 H 14.718 15.361 13.752
184 H 13.232 14.445 13.442
185 H 13.142 15.850 14.388
186 H 14.300 13.367 15.275

- Total energy: -82212.2405 eV
- SMILES string: CC1(C)CCCC(C)(C)N1O.CC1(C)CCCC(C)(C)N1O.CC1(C)CCCC(C)(C)N1O.CC1(C)CCCC(C)(C)N1O.CC1(C)CCCC(C)(C)N1O.CC1(C)CCCC(C)(C)N1O.CO
- Energy above the lowest of the compared OMol25 structures with the same formula, charge and spin: 68.6 kcal/mol
- LUMO: 0.4057 eV



Entry 2:
The following is a DFT calculation (ωB97M-V/def2-TZVPD) of a cluster of 7 separate species, C55H118N8O7 in total.

CARTESIAN COORDINATES (ANGSTROEM)
1 C 7.325 13.995 -1.544
2 C 5.789 13.796 -1.804
3 C 4.927 13.987 -0.480
4 C 5.126 14.875 -2.700
5 C 5.569 14.673 -4.177
6 C 5.417 13.361 -4.782
7 C 5.412 12.162 -3.836
8 C 4.111 11.208 -3.964
9 C 6.677 11.290 -4.328
10 N 5.521 12.485 -2.333
11 O 5.513 11.316 -1.571
12 H 7.340 14.844 -0.860
13 H 7.862 13.114 -1.194
14 H 7.901 14.246 -2.434
15 H 4.903 15.041 -0.201
16 H 3.844 13.867 -0.449
17 H 5.379 13.355 0.284
18 H 4.048 14.746 -2.608
19 H 5.438 15.865 -2.367
20 H 5.095 15.393 -4.844
21 H 6.596 15.038 -4.212
22 H 6.036 13.262 -5.674
23 H 4.433 13.404 -5.250
24 H 4.297 10.369 -3.294
25 H 4.025 10.967 -5.024
26 H 3.290 11.759 -3.504
27 H 6.750 10.516 -3.564
28 H 7.613 11.849 -4.357
29 H 6.518 10.901 -5.334
30 H 4.592 11.258 -1.306
31 C 0.837 -7.142 4.346
32 C 1.768 -8.354 4.832
33 C 3.171 -7.731 5.092
34 C 1.198 -8.836 6.172
35 C 0.051 -9.844 6.105
36 C 0.544 -11.060 5.233
37 C 1.034 -10.687 3.818
38 C 1.754 -11.994 3.234
39 C -0.143 -10.325 2.895
40 N 1.885 -9.486 3.857
41 O 2.398 -9.154 2.626
42 H 1.058 -6.212 4.870
43 H 0.902 -7.012 3.265
44 H -0.223 -7.388 4.406
45 H 3.573 -7.076 4.320
46 H 3.065 -7.177 6.024
47 H 3.890 -8.456 5.473
48 H 2.017 -9.438 6.565
49 H 1.023 -7.955 6.791
50 H -0.352 -10.148 7.071
51 H -0.819 -9.470 5.565
52 H -0.228 -11.829 5.257
53 H 1.416 -11.527 5.692
54 H 1.007 -12.709 2.889
55 H 2.419 -12.373 4.011
56 H 2.464 -11.870 2.416
57 H -0.701 -9.551 3.422
58 H -0.832 -11.147 2.703
59 H 0.117 -9.990 1.891
60 H 3.284 -9.505 2.745
61 C -7.918 -4.439 -2.553
62 C -7.846 -5.097 -1.249
63 C -9.086 -4.806 -0.459
64 C -7.697 -6.606 -1.413
65 C -6.325 -7.059 -1.948
66 C -5.135 -6.482 -1.139
67 C -5.260 -5.031 -0.944
68 C -4.200 -4.633 0.179
69 C -4.795 -4.349 -2.316
70 N -6.635 -4.604 -0.553
71 O -6.646 -3.252 -0.097
72 H -7.764 -3.361 -2.509
73 H -7.380 -5.039 -3.287
74 H -8.897 -4.397 -3.030
75 H -9.119 -5.418 0.442
76 H -9.028 -3.779 -0.101
77 H -10.052 -4.861 -0.961
78 H -7.966 -6.981 -0.426
79 H -8.573 -6.949 -1.964
80 H -6.390 -8.146 -1.906
81 H -6.274 -6.759 -2.995
82 H -4.321 -6.729 -1.821
83 H -4.970 -6.970 -0.179
84 H -4.241 -3.579 0.451
85 H -3.210 -5.080 0.085
86 H -4.648 -5.171 1.014
87 H -5.358 -4.417 -3.248
88 H -3.828 -4.671 -2.702
89 H -4.735 -3.294 -2.051
90 H -6.218 -2.877 -0.870
91 C 3.077 -0.248 -14.003
92 C 2.464 0.006 -12.537
93 C 1.038 -0.566 -12.523
94 C 3.263 -0.799 -11.486
95 C 3.239 -0.189 -10.011
96 C 3.500 1.336 -10.005
97 C 2.503 2.061 -10.954
98 C 0.973 2.009 -10.267
99 C 2.892 3.561 -10.970
100 N 2.549 1.526 -12.315
101 O 1.629 2.239 -13.144
102 H 4.165 -0.300 -14.046
103 H 2.577 -1.052 -14.543
104 H 2.936 0.535 -14.748
105 H 1.027 -1.656 -12.541
106 H 0.571 -0.440 -11.546
107 H 0.357 -0.122 -13.250
108 H 2.841 -1.803 -11.430
109 H 4.261 -1.066 -11.834
110 H 2.238 -0.469 -9.681
111 H 3.888 -0.646 -9.263
112 H 4.521 1.476 -10.361
113 H 3.424 1.648 -8.964
114 H 0.342 2.514 -10.999
115 H 1.092 2.385 -9.251
116 H 0.427 1.067 -10.315
117 H 2.230 4.160 -11.597
118 H 3.818 3.630 -11.540
119 H 2.873 4.041 -9.991
120 H 2.218 2.617 -13.801
121 C -8.878 -2.628 7.625
122 C -7.973 -1.403 7.634
123 C -8.324 -0.435 6.501
124 C -8.300 -0.507 8.898
125 C -7.275 0.547 9.274
126 C -5.861 -0.222 9.388
127 C -5.413 -1.036 8.225
128 C -4.696 -0.093 7.248
129 C -4.448 -2.077 8.900
130 N -6.513 -1.869 7.676
131 O -6.168 -2.368 6.359
132 H -8.728 -3.284 6.768
133 H -8.571 -3.292 8.433
134 H -9.927 -2.425 7.844
135 H -9.314 -0.026 6.700
136 H -7.559 0.339 6.573
137 H -8.177 -0.929 5.540
138 H -9.291 -0.092 8.716
139 H -8.627 -1.046 9.787
140 H -7.217 1.445 8.658
141 H -7.523 0.880 10.282
142 H -6.098 -0.913 10.196
143 H -5.161 0.567 9.664
144 H -4.346 -0.536 6.315
145 H -3.856 0.512 7.587
146 H -5.380 0.724 7.016
147 H -5.060 -2.603 9.632
148 H -3.492 -1.732 9.294
149 H -4.203 -2.882 8.207
150 H -6.347 -1.675 5.719
151 C 5.618 2.038 0.260
152 C 4.127 2.414 0.213
153 C 3.941 3.947 0.276
154 C 3.428 1.931 -1.121
155 C 2.964 0.515 -1.124
156 C 2.151 0.100 0.149
157 C 2.788 0.620 1.452
158 C 1.558 0.480 2.469
159 C 3.873 -0.442 1.788
160 N 3.323 2.009 1.381
161 O 3.921 2.323 2.603
162 H 6.098 2.253 1.215
163 H 5.738 0.972 0.068
164 H 6.138 2.597 -0.518
165 H 4.441 4.476 1.088
166 H 4.559 4.445 -0.472
167 H 2.915 4.199 0.006
168 H 2.675 2.674 -1.382
169 H 4.196 2.048 -1.886
170 H 2.263 0.500 -1.958
171 H 3.840 -0.112 -1.289
172 H 2.143 -0.980 0.003
173 H 1.100 0.362 0.025
174 H 0.986 -0.436 2.322
175 H 0.818 1.277 2.391
176 H 1.825 0.481 3.526
177 H 4.582 -0.544 0.967
178 H 3.465 -1.451 1.844
179 H 4.340 -0.046 2.689
180 H 3.358 3.009 2.968
181 N 2.557 0.867 9.088
182 C 2.226 1.358 10.211
183 N 1.118 0.728 10.602
184 O 2.805 2.235 10.874
185 H 3.347 1.312 8.642
186 H 2.444 -0.102 8.826
187 H 1.039 -0.237 10.317
188 H 0.679 1.125 11.420

- Total energy: -85187.9145 eV
- SMILES string: CC1(C)CCCC(C)(C)N1O.CC1(C)CCCC(C)(C)N1O.CC1(C)CCCC(C)(C)N1O.CC1(C)CCCC(C)(C)N1O.CC1(C)CCCC(C)(C)N1O.CC1(C)CCCC(C)(C)N1O.NC(N)=O
- Energy above the lowest of the compared OMol25 structures with the same formula, charge and spin: 161.8 kcal/mol
- LUMO: 0.2476 eV



Q: What is the formula in the second record?
A: C55H118N8O7



Q: What is the LUMO in the second record?
A: 0.2476 eV



Q: Among the records above, which one has the highest total energy?
A: C55H118N6O7



Q: What is the total energy in the first record?
A: -82212.2405 eV